Here is a cluster of 2 separate species, C5H4Cl2N2O in total from the OMol25 dataset. Energies are from ωB97M-V with the def2-TZVPD basis set.

XYZ file:
```
14
Properties=species:S:1:pos:R:3
C -0.356 0.048 0.611
C 0.499 -0.694 -0.210
C -0.598 1.396 0.278
C -0.797 -0.606 -2.921
C 0.976 -0.081 -1.457
N -0.004 1.973 -0.679
N 0.780 1.258 -1.466
O -1.556 0.103 -3.450
Cl -1.323 -2.402 -2.754
Cl 1.450 2.146 -2.779
H -0.527 -0.385 1.603
H 1.044 -1.566 0.064
H -1.099 2.045 1.056
H 2.004 -0.242 -1.806
```

Results
orbital gap (alpha / beta)	6.823 / 6.830	eV
LUMO energy (alpha / beta)	-0.908 / -0.906	eV
E_HOMO (alpha / beta)	-7.731 / -7.736	eV
ΔE to the lowest compared entry with this formula, charge and spin	54.6	kcal/mol
E	-1297.892606	hartree


Here is a cluster of 15 separate species, C37H81Br16N7O7 in total from the OMol25 dataset. Energies are from ωB97M-V with the def2-TZVPD basis set.

XYZ file:
```
148
Properties=species:S:1:pos:R:3
Br 2.408 -0.153 3.029
C 0.981 -0.732 4.343
C 0.035 -1.788 3.787
Br -1.543 -2.031 4.990
H 0.425 0.154 4.648
H 1.520 -1.105 5.214
H 0.596 -2.699 3.582
H -0.436 -1.354 2.904
Br -3.239 -2.141 -3.068
C -4.406 -1.354 -1.649
C -5.139 -2.530 -0.960
Br -6.647 -1.796 0.072
H -5.130 -0.717 -2.157
H -3.817 -0.712 -0.994
H -4.480 -3.084 -0.291
H -5.490 -3.276 -1.673
Br 0.872 4.170 -4.165
C 1.961 2.746 -4.995
C 3.487 2.903 -4.545
Br 4.463 1.316 -5.018
H 1.843 2.638 -6.073
H 1.672 1.781 -4.577
H 3.489 2.996 -3.459
H 4.069 3.722 -4.967
Br 1.384 3.842 4.010
C -0.195 3.736 2.759
C -0.054 4.867 1.825
Br -1.640 4.846 0.652
H -1.030 3.917 3.437
H -0.305 2.761 2.283
H 0.873 4.799 1.255
H -0.052 5.825 2.345
Br 4.160 2.749 -0.661
C 5.900 2.610 -1.671
C 7.082 2.720 -0.666
Br 8.892 2.835 -1.496
H 5.985 3.438 -2.374
H 5.906 1.715 -2.293
H 7.033 1.773 -0.129
H 6.908 3.600 -0.048
Br -3.074 -6.915 1.254
C -2.221 -5.282 0.522
C -1.625 -5.510 -0.899
Br -3.127 -6.064 -2.183
H -1.419 -4.971 1.192
H -3.059 -4.589 0.604
H -1.020 -6.415 -0.847
H -1.031 -4.691 -1.304
Br -1.129 1.033 -4.544
C -2.489 1.381 -3.046
C -2.243 2.705 -2.329
Br -2.719 4.192 -3.592
H -2.345 0.539 -2.369
H -3.500 1.331 -3.451
H -1.199 2.819 -2.038
H -2.838 2.691 -1.415
Br 1.221 0.743 -1.481
C -0.269 0.097 -0.352
C -0.508 -1.397 -0.689
Br -1.809 -2.160 0.650
H -1.138 0.755 -0.390
H 0.047 0.204 0.685
H 0.450 -1.891 -0.531
H -0.866 -1.582 -1.702
C -5.512 -5.565 3.859
C -5.169 -4.361 3.039
O -5.345 -4.330 1.846
N -4.795 -3.326 3.802
C -4.526 -2.003 3.226
H -4.526 -5.978 4.069
H -6.089 -6.353 3.374
H -6.074 -5.270 4.745
H -4.571 -3.490 4.773
H -5.040 -1.288 3.869
H -4.843 -1.846 2.195
H -3.456 -1.811 3.157
C 5.077 -0.766 0.510
C 6.456 -1.478 0.344
O 6.595 -2.360 -0.519
N 7.407 -1.076 1.120
C 8.776 -1.521 1.035
H 4.360 -1.123 -0.229
H 5.080 0.304 0.716
H 4.667 -1.160 1.441
H 7.120 -0.492 1.892
H 8.985 -2.474 0.549
H 9.268 -1.614 2.004
H 9.413 -0.802 0.519
C 3.661 -1.811 -3.168
C 2.208 -2.292 -3.563
O 1.528 -2.910 -2.748
N 1.914 -1.923 -4.795
C 0.627 -2.292 -5.373
H 3.667 -0.791 -2.783
H 4.375 -1.980 -3.974
H 4.018 -2.410 -2.331
H 2.430 -1.120 -5.126
H 0.664 -2.999 -6.202
H 0.207 -1.369 -5.774
H -0.113 -2.679 -4.673
C -5.576 4.502 -0.904
C -5.981 3.077 -1.337
O -5.242 2.105 -1.128
N -7.246 3.002 -1.763
C -7.929 1.719 -2.033
H -5.799 4.655 0.151
H -5.982 5.117 -1.708
H -4.494 4.602 -0.995
H -7.810 3.802 -2.012
H -7.344 0.802 -2.093
H -8.357 1.857 -3.026
H -8.797 1.490 -1.415
C 2.646 6.060 -1.114
C 3.593 6.701 -0.049
O 3.295 6.812 1.162
N 4.815 6.898 -0.539
C 5.823 7.456 0.318
H 1.865 6.758 -1.417
H 2.339 5.030 -0.930
H 3.212 6.022 -2.045
H 5.013 6.634 -1.494
H 5.752 7.056 1.330
H 5.757 8.544 0.311
H 6.743 6.912 0.105
C -3.605 1.735 1.441
C -2.944 1.220 2.701
O -1.819 0.763 2.718
N -3.645 1.401 3.807
C -3.133 1.093 5.165
H -4.257 2.599 1.569
H -4.158 0.964 0.905
H -2.798 2.108 0.810
H -4.639 1.582 3.811
H -3.464 0.064 5.304
H -3.412 1.687 6.035
H -2.053 0.963 5.239
C 1.136 -6.912 2.829
C 1.485 -5.691 2.092
O 1.381 -4.624 2.637
N 1.932 -5.818 0.850
C 2.307 -4.633 0.035
H 0.627 -6.652 3.757
H 2.026 -7.521 2.982
H 0.432 -7.515 2.255
H 2.041 -6.745 0.464
H 3.026 -4.937 -0.725
H 2.850 -3.907 0.640
H 1.516 -4.084 -0.476
```

Results
orbital gap	9.452	eV
LUMO energy	0.146	eV
E_HOMO	-9.306	eV
E	-43552.668009	hartree